Record 1
ORCA calculation (ωB97M-V/def2-TZVPD) on a molecular structure, C70H56BrClIKN5PS3 at a distorted geometry.

Each line ends with the Mulliken charge.
Cartesian coordinates (Å):
C1 5.37 2.40 -2.58  -0.0677
Cl1 3.46 -0.30 -0.35  0.4238
H1 -1.09 -0.26 -4.64  0.4224
H2 -7.40 0.68 2.70  0.4192
C2 -4.67 -3.99 -3.20  -0.5969
P1 3.09 2.77 -0.88  1.1648
C3 0.60 -2.89 2.86  0.1274
C4 -1.86 -0.16 -2.65  0.5848
C5 4.58 0.48 -1.44  0.0872
H3 -4.17 -5.05 4.72  0.4753
C6 -2.47 -6.10 1.40  -0.4812
H4 6.33 2.07 2.13  0.2543
C7 -5.69 0.55 3.99  -0.7286
C8 4.44 1.83 -1.71  -0.0525
C9 2.39 -5.49 -2.15  -0.9056
C10 -2.94 5.22 0.82  1.1421
H5 2.92 1.97 -3.79  0.4559
C11 6.49 0.29 -2.87  -0.6013
H6 6.89 1.17 3.54  0.4142
C12 0.89 2.33 -4.36  -0.9228
C13 2.19 0.59 3.75  0.1269
H7 2.41 4.97 -2.84  0.3828
C14 -3.69 -0.34 3.00  -0.0986
N1 -2.80 -0.06 -0.44  1.0884
C15 -2.51 2.62 1.66  -0.3445
C16 -3.83 3.07 1.45  -0.5204
H8 -3.53 -3.32 3.05  0.5446
H9 -5.05 4.71 0.80  0.3081
C17 -2.58 -3.50 -2.13  -0.1852
C18 -3.14 6.54 0.37  -0.9242
H10 -2.94 -3.27 -4.22  0.4816
N2 2.47 1.03 2.55  0.2656
C19 -3.34 -4.37 2.87  -0.1777
C20 -2.09 7.40 0.22  -0.6071
C21 -3.24 -0.15 -4.63  -0.9973
H11 -5.28 -4.03 -4.09  0.4165
C22 -0.59 5.69 0.99  0.1611
C23 1.94 2.28 -3.45  -0.4932
H12 4.13 -4.43 3.02  0.4516
C24 6.38 1.64 -3.16  -0.8193
C25 3.67 4.48 -1.18  -0.2719
H13 -2.66 -8.10 2.12  0.4374
H14 -2.24 8.41 -0.12  0.3713
H15 2.59 -6.55 -2.16  0.4354
H16 -0.38 -2.43 2.80  0.6428
H17 0.62 -2.98 5.00  0.4904
S1 0.48 -2.72 0.17  0.8958
C26 1.44 -3.57 -1.09  -0.1376
C27 -3.36 -3.57 -3.27  -0.5933
H18 -5.35 0.01 -4.28  0.4454
S2 -3.64 -1.14 0.31  -0.2060
H19 6.54 0.33 2.03  0.2304
Br1 0.33 0.39 4.12  -0.0745
C28 1.83 -2.76 -2.14  -0.2024
C29 1.17 -3.20 4.09  -1.2034
H20 3.15 -3.86 0.84  0.5513
C30 -5.69 -0.11 1.68  -0.6234
C31 -0.37 2.76 -3.95  -0.8064
C32 -4.05 4.34 1.00  -1.3795
C33 2.58 -3.70 1.74  -0.3553
H21 1.34 -5.55 -0.27  0.5110
H22 -1.99 -6.38 0.48  0.4711
H23 3.35 -5.12 -4.03  0.4281
H24 -6.20 -0.21 0.73  0.3875
C34 5.14 6.25 -0.44  -0.5444
H25 -5.13 0.10 -1.83  0.4796
H26 -4.90 -4.53 0.14  0.5408
N3 0.18 -1.32 -0.07  0.0130
H27 5.23 0.25 5.10  0.4026
C35 -1.37 3.38 1.50  -0.5004
H28 7.09 2.11 -3.83  0.4151
K1 -0.64 0.73 0.78  0.9541
C36 -2.73 -4.76 1.69  -0.3558
H29 -6.26 -4.68 -1.92  0.4187
C37 -4.36 0.18 4.10  -0.8538
H30 -4.15 6.87 0.15  0.3766
C38 -4.25 -0.01 -2.45  0.0385
H31 -6.21 0.95 4.85  0.3934
H32 -3.73 -7.43 4.24  0.4224
C39 3.75 1.21 2.24  -0.4513
I1 1.35 5.16 1.59  0.2172
H33 -3.33 -0.16 -5.71  0.3945
H34 7.27 -0.31 -3.32  0.3893
N4 -2.54 -2.15 1.13  0.3652
C40 -5.23 -4.35 -1.98  -0.8789
C41 -4.48 -4.28 -0.82  -0.5226
C42 6.22 1.14 2.68  -1.3296
C43 -3.45 -6.68 3.52  -0.4514
C44 -1.63 4.73 1.11  0.4180
C45 4.64 4.97 -0.31  -0.3540
C46 -3.70 -5.34 3.79  -0.9259
H35 5.00 4.33 0.50  0.3845
C47 3.18 5.32 -2.17  -0.3048
C48 1.69 -4.93 -1.09  -0.2969
H36 0.27 3.29 -0.67  -0.4831
S3 -2.20 -3.52 0.54  1.6824
H37 5.89 6.61 0.25  0.4163
C49 3.67 6.61 -2.30  -0.7347
C50 1.74 2.64 -2.12  0.8068
C51 -6.36 0.40 2.79  -0.6618
C52 2.53 -3.33 -3.21  -1.0073
H38 -1.55 3.41 -2.27  0.5738
H39 -3.83 0.31 5.03  0.4697
H40 5.02 8.09 -1.54  0.3716
C53 -2.84 -7.06 2.33  -0.8365
H41 1.06 2.05 -5.39  0.4402
H42 5.64 -1.35 -1.76  0.5084
C54 3.13 0.29 4.72  -0.7468
C55 -4.37 -0.05 -3.83  -0.7407
C56 -4.36 -0.46 1.80  0.5438
H43 -1.55 -3.16 -2.17  0.1939
H44 -4.68 2.41 1.61  0.1582
C57 -0.78 6.97 0.56  -0.6369
H45 -2.65 -0.63 3.09  0.4712
H46 -2.40 1.58 1.99  0.5986
N5 -0.74 -3.87 0.22  -0.4253
C58 2.43 -3.77 4.15  -0.7039
C59 2.81 -4.68 -3.20  -0.6184
C60 4.46 0.47 4.38  -0.6965
H47 5.30 3.45 -2.81  0.4711
H48 3.27 7.26 -3.07  0.4257
C61 4.65 7.08 -1.44  -0.6469
H49 2.87 -4.01 5.10  0.4202
H50 -0.89 -0.22 -2.18  0.1399
C62 3.14 -4.01 2.98  -0.9574
C63 5.58 -0.30 -2.01  -0.9229
C64 4.79 0.94 3.12  0.2495
H51 2.84 -2.71 -4.03  0.4869
C65 -0.58 3.10 -2.62  -0.4671
H52 2.83 -0.07 5.70  0.4947
C66 -3.16 -3.86 -0.92  0.1068
H53 1.59 -1.71 -2.11  0.5462
H54 -1.19 2.81 -4.65  0.3983
C67 0.47 3.03 -1.71  0.5130
C68 -3.00 -0.08 -1.84  -0.8755
C69 1.31 -3.15 1.70  0.1753
C70 -1.98 -0.20 -4.03  -0.6681
H55 0.05 7.66 0.48  0.4508
H56 3.94 1.59 1.24  0.7442

Calculated values
Spin multiplicity: 1
E_HOMO (eV): -5.44
Energy relative to the best compared isomer or geometry (same formula, charge and spin) (eV): 0.000
Total charge: 0

---

Record 2
ORCA calculation (ωB97M-V/def2-TZVPD) on a molecular structure, C70H59F4NO2P2Pd at a distorted geometry.

Each line ends with the Mulliken charge.
Cartesian coordinates (Å):
C1 7.22 -8.27 7.91  -0.8582
C2 3.09 -6.78 4.91  0.7977
H1 4.51 -7.32 9.74  0.4081
H2 -2.84 -3.55 2.35  0.3095
H3 6.23 -3.95 0.54  0.1661
H4 5.94 -5.25 6.51  0.4772
C3 0.22 2.83 2.67  -0.8304
C4 2.16 0.53 -2.15  -0.3445
C5 9.90 -4.75 2.48  -0.5214
C6 1.06 0.17 2.67  0.0084
F1 8.21 -10.04 1.38  -0.4196
H5 11.29 -4.31 0.90  0.4253
C7 6.45 -7.93 9.03  -0.7059
C8 0.68 -6.97 5.04  -0.9534
C9 0.58 -5.60 5.30  -0.4419
C10 4.10 -3.92 0.68  -1.5123
H6 10.29 -2.09 0.38  0.3540
C11 8.92 -6.90 -0.28  0.2429
C12 3.50 2.36 -3.00  -0.3576
C13 1.93 -7.56 4.85  -0.3130
C14 7.32 -2.51 8.01  -0.6795
H7 2.20 -3.12 2.40  0.3933
H8 4.22 3.77 -1.51  0.3700
H9 9.91 -5.57 6.75  0.3163
C15 10.28 -8.77 4.56  -0.3962
F2 -0.23 -4.02 2.86  -0.6360
C16 8.79 -4.31 3.21  0.6537
C17 1.93 -4.04 1.87  -0.4558
C18 5.35 -4.54 0.81  -0.7622
H10 -0.66 -6.25 1.55  0.5763
H11 7.75 -5.09 -0.27  0.4508
H12 5.61 -10.28 5.32  0.3572
H13 8.32 -1.29 1.68  0.4151
C19 3.74 -9.11 2.71  -0.6344
C20 1.74 -4.81 5.33  -0.6574
H14 3.34 -6.41 -0.12  0.7001
H15 10.36 -9.67 3.94  0.4984
H16 1.60 -0.40 -2.29  0.4591
C21 9.86 -2.71 1.17  -0.5877
C22 0.69 -4.63 2.03  0.7767
H17 10.35 -5.72 2.70  0.2999
C23 3.62 2.88 -1.71  -0.8429
C24 -2.67 -3.00 0.26  1.4573
C25 -3.19 -3.46 -1.07  -1.5982
C26 9.06 -8.24 0.08  -0.9216
H18 -3.10 -4.89 1.21  0.3034
Pd1 6.19 -6.28 3.52  0.7279
C27 9.39 -7.76 4.18  -0.7175
C28 10.93 -7.46 6.48  -0.6530
H19 6.09 -8.56 1.75  0.2768
C29 7.81 -6.13 0.05  -0.7210
C30 10.02 -6.46 6.13  -0.5895
C31 0.33 -5.82 1.40  -0.6783
H20 3.23 -8.20 2.37  0.2551
C32 1.18 0.92 1.49  0.5359
H21 -0.22 -7.57 4.98  0.3932
C33 5.08 -10.27 4.37  -0.9716
H22 8.27 -8.55 8.02  0.4123
H23 9.94 -8.83 -0.20  0.4687
H24 -4.36 -3.65 1.44  0.4414
C34 8.21 -3.07 2.90  -0.3177
H25 0.69 -2.19 1.53  0.0249
C35 2.87 -4.62 1.00  1.1948
H26 1.99 -8.63 4.68  0.4889
H27 0.81 2.86 0.59  0.6255
C36 2.99 -5.39 5.11  -0.6615
C37 4.29 -11.44 2.40  -0.8758
O1 -0.45 -2.31 -1.57  -0.6406
H28 4.23 -12.35 1.80  0.3579
C38 4.99 -11.44 3.61  -0.5320
C39 8.47 -2.37 7.22  -0.6877
C40 8.69 -3.24 6.15  -0.5020
C41 0.54 0.74 3.83  -0.6908
H29 6.90 -7.95 10.02  0.3866
C42 5.64 -5.88 1.32  1.0818
H30 1.43 -0.86 2.69  0.4912
C43 10.43 -3.95 1.46  -0.5361
H31 4.07 -2.86 0.40  0.4885
H32 7.14 -1.81 8.83  0.3831
C44 0.76 -1.96 0.47  0.1788
F3 9.95 -6.31 -0.98  -0.4086
C45 5.32 -7.82 6.46  0.0942
C46 6.78 -6.69 0.84  1.4395
C47 8.76 -2.27 1.90  -0.7737
H33 2.66 0.77 -4.24  0.3938
H34 7.33 -2.73 3.45  0.5081
C48 1.62 0.30 0.23  -0.1137
C49 9.25 -6.60 4.96  0.5613
H35 3.49 -7.25 7.47  0.3712
C50 0.15 2.08 3.85  -0.4780
H36 11.77 -9.40 5.99  0.3632
C51 3.67 -10.27 1.95  -0.3966
H37 -0.11 3.87 2.65  0.3886
H38 -3.09 -4.55 -1.18  0.3572
H39 0.47 0.13 4.74  0.4138
H40 3.88 -4.76 5.08  0.3279
H41 -0.22 2.54 4.76  0.3873
H42 -2.59 -0.93 -0.35  0.3748
C52 2.23 1.06 -0.85  0.5186
H43 3.98 2.87 -3.84  0.3780
C53 6.89 -8.06 1.20  -0.1347
P1 4.74 -7.51 4.76  1.0330
H44 -2.62 -1.18 1.44  0.3358
H45 1.66 -3.74 5.51  0.4639
C54 2.59 -5.91 0.48  -0.5682
C55 7.76 -4.27 5.88  -0.2389
C56 2.77 1.18 -3.23  -0.7102
C57 11.07 -8.62 5.70  -0.7042
H46 8.79 -7.88 3.28  0.1663
C58 -3.28 -3.82 1.38  -1.6237
H47 -4.25 -3.20 -1.13  0.4220
C59 6.63 -4.42 6.70  -0.2916
H48 -2.65 -2.97 -1.89  0.3275
H49 4.75 -6.48 1.56  -0.8586
H50 7.26 -8.50 5.77  0.4871
C60 4.47 -9.09 3.92  0.9811
C61 2.95 2.26 -0.64  -0.2380
H51 11.54 -7.34 7.38  0.3963
F4 1.11 -7.77 0.28  -0.4382
H52 3.11 -10.27 1.01  0.5030
C62 0.74 2.26 1.50  -0.5285
H53 9.57 -3.13 5.52  0.4997
H54 5.52 -3.65 8.37  0.4320
C63 1.34 -6.47 0.71  0.2465
C64 4.54 -7.52 7.59  -0.2639
P2 8.01 -5.37 4.46  1.2216
O2 -1.22 -3.24 0.37  0.2061
H55 9.20 -1.59 7.43  0.4187
C65 6.65 -8.23 6.64  -0.1490
C66 -0.32 -2.53 -0.37  -0.1675
H56 2.99 2.70 0.36  0.5244
N1 1.41 -0.96 -0.03  -0.0525
H57 5.48 -12.35 3.96  0.4208
H58 -0.40 -5.14 5.46  0.3289
C67 5.11 -7.57 8.87  -0.7398
C68 8.05 -8.77 0.88  0.4620
H59 -4.08 -1.39 0.46  0.4871
C69 6.41 -3.53 7.75  -0.9120
C70 -3.00 -1.53 0.47  -1.6756

Calculated values
Spin multiplicity: 1
E_HOMO (eV): -5.31
Energy relative to the best compared isomer or geometry (same formula, charge and spin) (eV): 0.000
Total charge: 0

---

Q: Look up the total charge of the second one.
A: 0

---

Q: What is the total charge in the first record?
A: 0